Entry 1:
{"formula": "C46H93N3O20", "method": "the ωB97M-V functional and the def2-TZVPD basis", "multiplicity": 1, "gap_ev": 8.8, "e_lumo_ha": -0.02289, "homo_ev": -9.451, "charge": 0, "species": ["O", "O", "O", "O", "O", "O", "O", "O", "O", "O", "O", "O", "O", "O", "O", "O", "O", "O", "O", "O", "N", "N", "N", "C", "C", "C", "C", "C", "C", "C", "C", "C", "C", "C", "C", "C", "C", "C", "C", "C", "C", "C", "C", "C", "C", "C", "C", "C", "C", "C", "C", "C", "C", "C", "C", "C", "C", "C", "C", "C", "C", "C", "C", "C", "C", "C", "C", "C", "C", "H", "H", "H", "H", "H", "H", "H", "H", "H", "H", "H", "H", "H", "H", "H", "H", "H", "H", "H", "H", "H", "H", "H", "H", "H", "H", "H", "H", "H", "H", "H", "H", "H", "H", "H", "H", "H", "H", "H", "H", "H", "H", "H", "H", "H", "H", "H", "H", "H", "H", "H", "H", "H", "H", "H", "H", "H", "H", "H", "H", "H", "H", "H", "H", "H", "H", "H", "H", "H", "H", "H", "H", "H", "H", "H", "H", "H", "H", "H", "H", "H", "H", "H", "H", "H", "H", "H", "H", "H", "H", "H", "H", "H"], "positions_angstrom": [[-6.554, -2.318, 0.881], [5.144, -1.426, 2.254], [0.045, 0.491, -1.921], [-0.209, 6.366, -1.914], [1.541, 7.536, -3.844], [-1.368, -1.602, 5.400], [1.127, -1.316, -5.071], [-1.622, -4.298, 6.899], [-2.447, 4.489, 2.855], [-3.495, 3.760, -0.017], [2.203, 0.227, 3.669], [2.738, 0.364, -8.309], [-6.354, 0.343, 1.830], [4.046, 1.451, -6.962], [-0.563, -0.312, 0.798], [1.398, 3.048, 3.293], [5.139, -3.538, 5.361], [3.135, -4.269, 5.350], [0.532, -3.254, -6.770], [5.690, -2.760, -0.437], [-4.822, -1.587, -2.729], [2.953, 1.217, -7.456], [4.303, -4.303, 4.930], [-0.297, 5.236, -1.078], [1.230, -2.952, -7.919], [2.478, -0.717, 4.643], [-3.708, 5.196, 2.872], [1.078, -2.291, -4.027], [-0.473, 3.305, -5.955], [3.718, -6.202, 3.612], [0.390, 1.136, -0.734], [0.135, 7.297, -4.025], [0.250, 1.328, -3.010], [4.413, -1.408, 1.048], [5.630, -3.527, -1.625], [-2.415, -3.730, 5.825], [-2.576, 3.044, 0.798], [0.591, 3.769, 2.343], [-4.003, -1.615, -1.891], [-2.489, -2.257, 5.949], [5.838, -5.720, 1.899], [0.773, 3.309, -5.336], [-5.399, -0.198, 2.700], [0.660, 0.106, 0.328], [5.681, -4.902, 3.017], [-6.770, -3.518, 0.105], [-2.905, -1.578, -0.946], [4.380, -2.614, 0.167], [5.042, -6.827, 1.652], [-2.712, 3.230, 2.279], [1.883, 2.657, -5.820], [1.762, 1.923, -6.977], [-0.431, -1.237, 1.882], [0.538, 1.880, -7.689], [3.978, -7.038, 2.498], [-7.589, -0.345, 1.833], [-0.349, 6.055, -3.303], [-1.596, -0.233, 5.488], [2.567, 2.403, 2.777], [-0.053, -1.036, -5.792], [-4.782, 3.168, 0.046], [3.010, 1.386, 3.725], [4.627, -5.236, 3.851], [-1.396, -5.734, 6.767], [-0.528, -2.318, -6.598], [6.487, -1.186, 2.194], [-7.680, -1.433, 0.744], [1.755, 8.245, -2.608], [-0.605, 2.554, -7.160], [2.847, 2.789, -5.400], [-3.884, 5.373, 1.778], [7.126, -1.704, 1.348], [0.608, -2.740, -8.850], [-7.599, -1.009, -0.256], [-1.515, 2.444, -7.700], [-7.420, -3.330, -0.758], [1.162, 4.503, 1.777], [1.246, 0.517, 1.154], [2.882, -6.383, 4.306], [-0.919, -0.640, -5.198], [-1.301, 3.805, -5.453], [-1.018, -2.138, -7.547], [-3.297, -1.986, 0.022], [-0.156, 7.152, -5.053], [-0.483, 2.124, -3.182], [-0.241, -2.281, 1.568], [-2.570, 1.932, 0.554], [0.316, 5.220, -3.523], [0.169, -0.249, -6.479], [1.289, 1.758, -0.884], [-3.399, -4.202, 6.016], [-2.330, -6.290, 6.584], [0.859, 3.759, -4.366], [-0.705, 0.326, 5.130], [2.400, -0.136, 5.615], [2.321, 1.869, 1.872], [-0.448, 1.701, -0.323], [3.354, 3.141, 2.642], [-7.645, -0.777, 2.793], [-0.238, 4.212, 2.939], [-1.321, 4.709, -1.113], [-5.443, 3.641, -0.672], [-4.959, 0.649, 3.273], [3.292, -7.888, 2.295], [0.467, 1.128, -8.476], [-4.845, 2.090, -0.267], [1.336, -3.292, -4.361], [6.801, -1.584, 3.169], [-7.080, -4.399, 0.661], [-4.468, 4.537, 3.240], [-2.047, -2.203, -1.222], [1.687, -1.408, 4.418], [1.852, -3.784, -8.258], [-1.365, 5.828, -3.575], [0.174, 3.063, 1.644], [6.702, -5.520, 1.220], [-3.645, 2.808, 2.667], [-5.810, -3.645, -0.382], [6.264, -4.054, 3.122], [-0.979, -6.137, 7.721], [0.445, 4.463, -1.297], [0.303, -0.917, 2.638], [-2.437, 0.075, 4.808], [-8.445, 0.299, 1.637], [1.232, 1.792, -2.887], [1.826, -2.027, -3.269], [-1.375, -1.133, 2.483], [1.258, -0.682, -0.154], [-2.640, -0.570, -0.734], [-3.412, -2.044, 5.431], [-1.957, 2.534, 2.643], [6.750, -0.118, 2.087], [4.683, -0.465, 0.474], [3.349, -1.252, 1.371], [-1.616, 3.478, 0.508], [6.656, -3.616, -1.972], [-4.680, -0.615, 2.048], [2.903, 8.392, -2.580], [-0.175, 5.467, -0.036], [-2.590, -1.897, 6.979], [4.047, 1.116, 3.464], [-5.865, -0.837, 3.480], [-1.894, 0.071, 6.546], [-0.417, 8.069, -3.452], [3.611, -2.452, -0.607], [-1.289, -2.861, -6.021], [4.949, -3.081, -2.367], [0.104, -2.243, -3.476], [1.246, 9.196, -2.728], [-3.524, 6.099, 3.397], [2.989, 1.770, 4.724], [5.258, -4.547, -1.422], [0.320, 0.839, -3.964], [-1.980, -4.010, 4.787], [5.178, -7.577, 0.802], [-0.657, -5.985, 6.057], [4.116, -3.522, 0.660], [1.875, -2.087, -7.673], [3.523, -1.130, 4.498], [-8.648, -1.901, 0.876], [1.493, 7.670, -1.711], [-5.237, 3.255, 1.078]], "lowdin_charge": [-0.202, -0.201, -0.145, -0.203, -0.183, -0.178, -0.195, -0.200, -0.184, -0.194, -0.233, 0.063, -0.188, 0.086, -0.188, -0.170, 0.082, 0.049, -0.194, -0.207, 0.122, -0.331, -0.330, -0.101, -0.138, -0.099, -0.054, -0.081, -0.041, -0.001, -0.213, -0.187, -0.120, -0.201, -0.113, -0.196, -0.213, -0.072, -0.279, -0.245, -0.076, -0.103, -0.109, -0.234, 0.016, -0.092, -0.070, -0.185, -0.091, -0.247, 0.001, -0.153, -0.067, -0.004, -0.073, -0.189, -0.198, -0.137, -0.204, -0.186, -0.111, -0.218, -0.170, -0.093, -0.167, -0.154, -0.187, -0.098, -0.032, 0.118, 0.103, 0.121, 0.106, 0.125, 0.092, 0.088, 0.086, 0.095, 0.131, 0.131, 0.108, 0.108, 0.093, 0.121, 0.091, 0.100, 0.141, 0.088, 0.072, 0.130, 0.128, 0.084, 0.071, 0.093, 0.115, 0.099, 0.105, 0.133, 0.095, 0.095, 0.103, 0.082, 0.083, 0.116, 0.118, 0.097, 0.081, 0.088, 0.084, 0.076, 0.091, 0.077, 0.086, 0.123, 0.055, 0.126, 0.107, 0.067, 0.090, 0.094, 0.082, 0.068, 0.085, 0.124, 0.089, 0.076, 0.093, 0.131, 0.050, 0.115, 0.118, 0.085, 0.153, 0.124, 0.079, 0.088, 0.064, 0.114, 0.070, 0.133, 0.135, 0.098, 0.108, 0.128, 0.120, 0.119, 0.087, 0.099, 0.081, 0.080, 0.123, 0.084, 0.058, 0.159, 0.136, 0.056, 0.110, 0.084, 0.098, 0.119, 0.078, 0.095]}



Entry 2:
{"formula": "C16H16ClMnN5O4S4", "method": "the ωB97M-V functional and the def2-TZVPD basis", "multiplicity": 6, "s_squared": 8.96, "gap_ev": [3.7, 7.6], "de_lowest_kj_mol": 183.88, "e_lumo_ha": [-0.08111, -0.02258], "homo_ev": [-5.938, -8.217], "charge": 0, "species": ["Mn", "Cl", "S", "S", "S", "S", "O", "O", "O", "O", "N", "N", "N", "N", "N", "C", "C", "C", "C", "C", "C", "C", "C", "C", "C", "C", "C", "C", "C", "C", "C", "H", "H", "H", "H", "H", "H", "H", "H", "H", "H", "H", "H", "H", "H", "H", "H"], "positions_angstrom": [[7.971, 10.903, 7.848], [10.667, 10.419, 10.536], [7.477, 12.981, 6.959], [5.397, 15.059, 8.158], [6.577, 7.146, 4.579], [12.181, 10.218, 5.403], [10.022, 10.902, 9.213], [9.930, 11.096, 11.622], [12.114, 10.725, 10.462], [10.474, 8.970, 10.571], [7.480, 9.136, 9.129], [6.037, 12.776, 9.217], [6.395, 11.416, 8.910], [7.419, 9.059, 6.153], [9.864, 10.310, 6.625], [9.777, 9.261, 5.706], [7.001, 7.520, 11.409], [6.550, 9.437, 10.101], [11.696, 11.975, 7.305], [11.106, 10.849, 6.546], [6.526, 16.164, 7.273], [5.003, 8.605, 6.450], [10.953, 9.083, 4.947], [6.329, 13.572, 8.161], [5.906, 10.668, 9.876], [8.552, 8.560, 5.498], [8.067, 7.289, 10.518], [6.233, 8.648, 11.203], [8.245, 8.061, 9.366], [6.312, 8.430, 5.806], [8.276, 7.465, 4.641], [6.793, 6.846, 12.264], [12.322, 12.521, 6.585], [8.789, 6.467, 10.740], [7.019, 15.598, 6.475], [8.940, 6.831, 4.066], [5.093, 11.096, 10.493], [11.124, 8.363, 4.130], [5.939, 16.944, 6.803], [10.921, 12.635, 7.757], [4.793, 7.661, 6.953], [5.438, 9.040, 11.895], [9.063, 7.901, 8.715], [12.391, 11.654, 8.141], [4.216, 8.764, 5.693], [7.229, 16.597, 7.987], [5.083, 9.458, 7.191]], "mulliken_spin": [4.300, 0.004, -0.179, 0.016, 0.005, 0.001, 0.027, 0.000, 0.006, 0.002, 0.037, -0.089, 0.048, 0.036, -0.049, 0.019, 0.023, 0.029, 0.001, 0.013, 0.001, 0.000, 0.005, 0.120, 0.344, 0.006, 0.144, 0.080, -0.001, -0.004, 0.004, 0.004, 0.001, 0.004, 0.004, 0.000, 0.020, 0.000, 0.000, -0.002, 0.000, -0.002, 0.013, 0.002, 0.000, 0.000, 0.010]}



| no. | total energy (a.u.) | maximum force (eV Å⁻¹) |
| --- | --- | --- |
| 1 | -3476.8960 | 3.1 |
| 2 | -4397.6760 | 4.5 |